one) ORCA calculation (ωB97M-V/def2-TZVPD) on a cluster of 2 separate species, C8H17NSi in total.

CARTESIAN COORDINATES (ANGSTROEM)
Si  -0.595  1.799  1.704
N  -0.029  -1.296  -0.985
C  -2.140  1.214  2.284
C  -0.044  3.222  -0.931
C  0.936  -2.168  -0.355
C  1.055  1.729  2.631
C  -0.696  0.247  -2.737
C  -0.281  2.668  0.110
C  0.444  -0.568  -2.141
C  0.333  -2.781  0.902
H  -1.150  0.855  -1.958
H  1.851  1.338  2.001
H  1.804  -1.558  -0.089
H  -0.869  -1.815  -1.220
H  -0.326  0.898  -3.524
H  0.028  -1.995  1.588
H  1.052  -3.427  1.393
H  1.240  0.104  -1.801
H  0.171  3.708  -1.838
H  1.357  2.717  2.973
H  -2.240  0.729  3.240
H  0.971  1.088  3.504
H  -1.454  -0.408  -3.158
H  -3.040  1.273  1.700
H  0.875  -1.232  -2.915
H  -0.545  -3.371  0.651
H  1.290  -2.971  -1.029

Output
LUMO level	0.65	eV
Kohn-Sham gap	8.7	eV
SMILES	C#C[Si](=C)C.CCNCC

two) ORCA calculation (ωB97M-V/def2-TZVPD) on a cluster of 2 separate species, C8H17NSi in total.

CARTESIAN COORDINATES (ANGSTROEM)
Si  0.419  1.402  0.370
N  0.604  -0.242  0.522
C  -0.850  -2.566  0.848
C  0.737  -2.477  -1.146
C  -1.547  -1.330  -1.232
C  -0.835  1.750  1.708
C  2.237  1.929  0.779
C  -0.148  2.273  -1.219
C  -2.417  -0.637  -1.744
C  -0.499  -1.841  -0.450
H  -1.514  0.877  1.705
H  1.420  -0.792  0.211
H  0.447  1.950  -1.988
H  2.796  2.159  -0.161
H  -1.144  1.968  -1.266
H  -0.344  -2.318  1.700
H  -1.880  -2.465  0.971
H  1.386  -1.866  -1.695
H  1.300  -2.795  -0.317
H  2.735  1.144  1.437
H  -0.410  1.976  2.633
H  2.368  2.887  1.377
H  -3.154  -0.144  -2.219
H  -1.408  2.565  1.342
H  0.380  -3.227  -1.725
H  -0.550  -3.637  0.674
H  -0.128  3.456  -1.115

Output
LUMO level (spin up / spin down)	-0.27 / -0.27	eV
Kohn-Sham gap (spin up / spin down)	8.3 / 8.3	eV

It is one) that is most stable; the runner-up trails by 0.0422 hartree.

one) ORCA calculation (ωB97M-V/def2-TZVPD) on the molecule C9H12N4.

CARTESIAN COORDINATES (ANGSTROEM)
N  -0.750  -1.833  -0.822
N  -2.688  1.417  0.975
N  -3.150  -1.762  -0.353
N  -3.230  -0.568  0.086
C  0.862  1.211  -0.997
C  0.028  -0.997  -0.602
C  -2.168  0.345  0.384
C  0.691  0.190  1.302
C  -4.051  1.228  1.051
C  2.396  -0.754  -0.408
C  1.034  -0.098  -0.159
C  -2.109  -2.312  -0.872
C  -4.436  0.020  0.572
H  -4.741  1.920  1.324
H  -2.116  -3.287  -1.184
H  2.595  -1.040  -1.549
H  0.713  2.096  -0.313
H  0.199  1.223  -1.772
H  -0.293  0.592  1.355
H  1.380  0.929  1.510
H  1.863  1.413  -1.504
H  -5.394  -0.237  0.226
H  0.842  -0.617  1.990
H  3.240  -0.205  0.021
H  2.448  -1.648  0.094

Output
LUMO level	-0.09	eV
Kohn-Sham gap	7.2	eV

two) ORCA calculation (ωB97M-V/def2-TZVPD) on the molecule C9H12N4.

CARTESIAN COORDINATES (ANGSTROEM)
N  -0.844  1.462  -0.849
N  1.484  -0.257  -1.395
N  1.143  -0.526  1.140
N  -1.080  -1.072  -1.349
C  0.321  1.874  1.463
C  1.108  -0.946  -0.223
C  -0.791  0.253  -1.737
C  0.627  0.280  -2.169
C  -0.680  2.436  2.429
C  -0.203  -1.732  -0.698
C  0.876  0.519  1.788
C  0.155  1.664  0.110
C  -0.222  -3.224  -0.700
H  -1.829  1.365  -0.457
H  1.870  -1.733  -0.258
H  -0.427  -3.534  -1.675
H  0.675  -3.557  -0.200
H  -1.461  1.696  2.695
H  0.997  0.499  2.928
H  -1.072  3.271  1.977
H  -1.014  -3.850  -0.136
H  1.055  0.527  -3.142
H  1.088  1.431  -0.374
H  -0.138  2.761  3.276
H  -1.639  0.396  -2.443

Output
LUMO level (spin up / spin down)	0.00 / 0.00	eV
Kohn-Sham gap (spin up / spin down)	7.8 / 7.8	eV
SMILES	CC1=N[C@@H]2C=N[C@H]1/N=C\C(C)=C\N2

It is two) that is most stable; the runner-up trails by 0.0129 hartree.

one) ORCA calculation (ωB97M-V/def2-TZVPD) on a cluster of 3 separate species, C2H9NO3 in total.

CARTESIAN COORDINATES (ANGSTROEM)
O  -0.351  -0.757  0.038
O  2.283  1.158  0.500
O  4.250  3.669  0.104
N  -2.424  -1.299  -0.593
C  -1.155  -0.789  -0.832
C  -2.406  -2.099  0.643
H  4.134  4.151  -0.676
H  -2.332  -1.620  1.633
H  -3.215  -1.072  -1.188
H  3.683  2.930  0.080
H  -0.968  -0.663  -1.913
H  1.517  1.687  0.367
H  -1.617  -2.852  0.848
H  -3.283  -2.740  0.614
H  1.884  0.297  0.376

Output
LUMO level	0.66	eV
Kohn-Sham gap	10.9	eV
SMILES	CNC=O.O.O

two) ORCA calculation (ωB97M-V/def2-TZVPD) on a cluster of 3 separate species, C2H9NO3 in total.

CARTESIAN COORDINATES (ANGSTROEM)
O  1.810  -1.320  -0.731
O  -3.989  1.585  0.108
O  3.277  1.221  -0.457
N  -1.339  -0.528  0.925
C  0.638  -1.244  -0.468
C  0.079  -0.406  0.665
H  0.641  -0.659  1.565
H  2.850  0.356  -0.524
H  -0.113  -1.766  -1.098
H  0.350  0.623  0.416
H  -1.598  -1.480  1.152
H  -4.069  1.861  -0.811
H  -4.207  2.354  0.649
H  -1.888  -0.284  0.107
H  4.168  1.084  -0.789

Output
LUMO level	0.71	eV
Kohn-Sham gap	10.2	eV
SMILES	NCC=O.O.O

three) ORCA calculation (ωB97M-V/def2-TZVPD) on a cluster of 3 separate species, C2H9NO3 in total.

CARTESIAN COORDINATES (ANGSTROEM)
O  -1.353  1.895  0.566
O  -1.143  -1.076  0.850
O  -0.290  0.966  -2.160
N  0.842  -1.080  -0.164
C  -0.504  -1.193  -0.218
C  1.507  -0.841  1.089
H  0.877  0.103  1.535
H  2.527  -0.509  0.994
H  -1.705  2.143  1.391
H  -0.899  1.229  -2.850
H  -1.140  -1.170  -1.143
H  -0.871  1.011  0.645
H  -0.650  1.342  -1.323
H  1.465  -1.679  1.799
H  1.337  -1.141  -1.013

Output
LUMO level	0.80	eV
Kohn-Sham gap	10.6	eV
SMILES	CNC=O.O.O

It is three) that is most stable; the runner-up trails by 0.0046 hartree.

one) ORCA calculation (ωB97M-V/def2-TZVPD) on a cluster of 3 separate species, C2H9NO3 in total.

CARTESIAN COORDINATES (ANGSTROEM)
O  3.094  -0.201  0.800
O  -1.661  -0.977  0.196
O  0.988  0.040  -0.190
N  0.539  0.022  -1.545
C  2.655  0.921  0.453
C  -2.828  -0.246  0.535
H  -3.047  -0.310  1.607
H  -0.919  -0.612  0.698
H  -3.653  -0.693  -0.018
H  -2.743  0.809  0.254
H  1.680  -0.725  0.148
H  -0.372  -0.437  -1.516
H  2.914  1.373  -0.514
H  1.185  -0.557  -2.081
H  2.166  1.593  1.173

Output
LUMO level	0.81	eV
Kohn-Sham gap	10.7	eV
SMILES	C=O.CO.NO

two) ORCA calculation (ωB97M-V/def2-TZVPD) on a cluster of 3 separate species, C2H9NO3 in total.

CARTESIAN COORDINATES (ANGSTROEM)
O  -1.057  3.177  1.608
O  0.812  -0.557  -2.385
O  0.029  2.876  4.119
N  0.050  -1.632  -0.573
C  0.736  -2.895  -2.626
C  0.552  -1.622  -1.851
H  -0.196  -3.454  -2.748
H  1.446  -3.589  -2.166
H  -0.320  2.969  3.203
H  -1.692  3.890  1.440
H  -0.216  -0.808  -0.054
H  -0.588  -2.382  -0.321
H  -0.488  3.263  4.805
H  1.172  -2.591  -3.563
H  -0.240  3.355  1.112

Output
LUMO level	0.52	eV
Kohn-Sham gap	10.3	eV
SMILES	CC(N)=O.O.O

It is two) that is most stable; the runner-up trails by 0.1561 hartree.

one) ORCA calculation (ωB97M-V/def2-TZVPD) on a cluster of 2 separate species, C5H10O2 in total.

CARTESIAN COORDINATES (ANGSTROEM)
O  0.143  0.363  -1.476
O  4.139  2.747  0.890
C  0.493  -2.206  0.838
C  -2.107  0.067  -0.387
C  -1.158  0.937  -1.222
C  -1.782  -1.075  0.317
C  -0.598  -1.425  1.128
H  -3.219  0.191  -0.541
H  -0.937  2.023  -0.983
H  0.248  -0.357  -0.925
H  0.969  -2.693  1.674
H  0.816  -2.543  -0.208
H  4.114  3.625  0.627
H  -0.850  -1.391  2.131
H  -2.756  -1.759  0.308
H  4.275  2.357  0.038
H  -1.787  1.139  -2.208

Output
LUMO level (spin up / spin down)	-5.04 / -8.90	eV
Kohn-Sham gap (spin up / spin down)	8.7 / 4.9	eV
spin multiplicity	2
charge	+1

two) ORCA calculation (ωB97M-V/def2-TZVPD) on a cluster of 2 separate species, C5H10O2 in total.

CARTESIAN COORDINATES (ANGSTROEM)
O  1.452  -5.710  -1.879
O  -0.493  2.026  1.706
C  1.351  1.052  -0.409
C  2.112  1.465  0.647
C  -0.073  0.800  -0.368
C  -0.961  1.304  0.558
C  -2.425  0.822  0.342
H  -0.555  0.008  -1.047
H  -1.203  2.659  2.084
H  1.664  1.917  1.431
H  -2.927  0.631  1.241
H  1.918  0.805  -1.234
H  0.812  -5.049  -2.292
H  1.273  -5.441  -0.900
H  3.169  1.440  0.746
H  -2.219  -0.155  -0.200
H  -2.893  1.425  -0.426

Output
LUMO level (spin up / spin down)	-4.89 / -7.72	eV
Kohn-Sham gap (spin up / spin down)	8.6 / 5.8	eV
spin multiplicity	2
charge	+1

It is two) that is most stable; the runner-up trails by 0.0720 hartree.

one) ORCA calculation (ωB97M-V/def2-TZVPD) on a cluster of 9 separate species, C41H54NO21 in total.

CARTESIAN COORDINATES (ANGSTROEM)
O  -0.704  -7.280  -0.765
O  1.961  6.915  3.539
O  2.312  0.532  7.739
O  -3.360  0.870  1.229
O  1.662  6.270  -4.921
O  6.091  3.316  -0.522
O  -1.878  1.185  -0.961
O  4.719  2.779  -3.399
O  -7.324  1.643  -1.741
O  -0.821  6.386  3.405
O  0.969  5.313  -0.571
O  -3.116  -2.512  0.098
O  -5.647  2.225  -3.854
O  3.108  2.229  3.327
O  3.989  1.515  -0.389
O  -0.402  4.558  -4.226
O  -0.752  -0.499  -3.212
O  0.274  1.725  3.438
O  0.632  -5.173  0.521
O  2.953  7.070  -0.309
O  2.655  0.832  -3.391
N  0.870  -1.515  1.101
C  1.929  -0.651  5.800
C  -3.913  -4.687  -0.329
C  2.483  4.709  3.371
C  2.351  2.178  -3.451
C  0.041  5.405  3.283
C  -3.612  1.814  -2.355
C  3.250  4.483  -4.185
C  -0.742  -8.421  -1.211
C  3.531  3.120  -3.679
C  0.336  -3.832  0.222
C  0.737  2.943  3.446
C  1.893  -0.839  1.860
C  2.064  4.844  -0.399
C  1.520  5.776  3.421
C  -5.160  1.773  -2.612
C  2.161  3.235  3.430
C  4.934  3.708  -0.505
C  -5.444  -2.779  0.310
C  -0.315  -1.271  1.869
C  1.242  -3.021  1.142
C  -1.654  -8.863  -2.267
C  0.656  -0.888  -0.276
C  2.727  -0.306  6.947
C  -5.443  0.954  -0.321
C  0.656  4.203  -4.106
C  2.371  3.450  -0.393
C  -0.248  3.888  3.332
C  -1.599  -1.063  -3.853
C  -2.406  -2.280  -3.177
C  3.787  2.777  -0.353
C  -2.998  1.305  -1.131
C  0.972  2.750  -3.619
C  4.696  5.109  -0.331
C  3.882  -1.173  7.348
C  1.854  5.007  -4.398
C  -0.056  -9.496  -0.415
C  -6.050  1.428  -1.575
C  3.286  5.681  -0.254
C  -2.093  -0.565  -5.094
C  -4.051  -3.301  0.023
C  -3.988  1.088  -0.055
H  5.618  5.693  -0.309
H  -5.763  -2.297  -0.594
H  -0.091  -1.326  -0.872
H  0.123  -10.525  -0.834
H  1.425  2.745  -0.373
H  -1.343  -1.746  1.541
H  1.952  0.326  -3.297
H  2.823  -0.763  1.242
H  -1.263  3.855  3.315
H  -0.119  -1.465  2.745
H  -4.032  0.573  1.975
H  1.876  0.164  1.912
H  -4.660  -5.202  0.123
H  -2.999  2.045  -3.249
H  -0.758  -9.829  0.397
H  0.437  -3.883  -0.769
H  -3.624  -4.945  -1.396
H  -2.606  -2.840  -4.090
H  -0.600  -0.268  1.875
H  0.867  6.489  -5.097
H  2.409  -0.552  4.802
H  -6.110  0.797  0.504
H  -0.412  7.260  3.384
H  -6.612  2.418  -3.815
H  -5.602  -2.247  1.034
H  -3.104  -4.975  0.267
H  0.137  -5.795  0.101
H  3.632  -2.140  7.537
H  0.689  -9.162  0.102
H  4.476  -1.058  6.425
H  1.514  -0.950  -0.965
H  4.793  1.352  -0.823
H  -6.055  -3.572  0.556
H  -2.675  -9.090  -2.020
H  3.607  4.924  3.344
H  4.702  -0.703  8.021
H  2.185  -3.453  0.874
H  -1.997  -1.065  -6.073
H  -3.338  -1.978  -2.765
H  3.894  7.529  -0.280
H  -3.071  -0.115  -5.193
H  -1.230  0.438  -5.266
H  -0.735  -3.713  0.543
H  0.381  0.226  -0.339
H  1.757  -1.615  6.037
H  1.221  -3.442  2.218
H  3.982  2.353  3.392
H  -1.936  -2.728  -2.243
H  1.108  0.109  5.690
H  4.187  5.207  -4.316
H  2.121  -1.513  2.814
H  -1.269  -9.910  -2.629
H  -1.748  -8.339  -3.240
H  0.058  2.126  -3.514

Output
LUMO level	-4.21	eV
Kohn-Sham gap	6.3	eV
charge	+1

two) ORCA calculation (ωB97M-V/def2-TZVPD) on a cluster of 9 separate species, C41H54NO21 in total.

CARTESIAN COORDINATES (ANGSTROEM)
O  5.712  -6.482  6.068
O  -5.507  0.455  -5.017
O  -1.151  0.674  7.711
O  4.521  -4.573  7.939
O  2.933  6.062  2.632
O  0.631  -3.034  -9.358
O  2.780  -2.375  4.048
O  3.074  0.043  1.727
O  -3.493  -4.287  -3.070
O  -0.332  -1.281  -5.067
O  -1.319  -1.838  7.099
O  -2.030  3.317  -2.330
O  1.823  0.370  -5.071
O  -0.939  7.760  -0.708
O  -5.478  -1.697  -6.541
O  0.053  -2.818  1.308
O  -1.515  1.709  2.930
O  -2.983  -1.963  -1.746
O  4.874  -3.235  2.471
O  -2.238  -1.108  2.465
O  2.718  -1.416  -9.644
N  0.203  0.615  -0.646
C  4.303  -4.650  6.488
C  -4.418  3.335  -2.532
C  0.372  -1.268  -6.119
C  -1.979  -1.587  4.904
C  -5.033  -1.792  -5.469
C  3.403  -3.663  5.835
C  2.384  -0.024  0.544
C  -1.342  1.328  5.237
C  -0.516  6.902  0.074
C  0.560  7.206  1.154
C  0.976  -2.205  -8.415
C  -2.868  2.812  -4.462
C  -4.249  -0.719  -3.186
C  -1.051  5.480  0.059
C  0.034  -4.044  1.450
C  2.766  5.126  3.501
C  2.115  3.809  3.047
C  -1.540  -1.029  6.141
C  -3.895  -3.111  -3.539
C  0.936  0.564  0.687
C  -1.177  0.914  -0.238
C  -2.988  3.175  -3.046
C  2.468  -0.521  -7.370
C  -4.984  -0.742  -4.480
C  5.415  -4.960  4.300
C  -1.386  0.361  6.397
C  -2.019  -0.578  3.664
C  3.507  -3.208  4.462
C  3.314  5.261  4.937
C  0.717  1.671  -1.515
C  5.216  -5.423  5.683
C  -3.630  -1.986  -2.732
C  -4.503  -3.008  -4.932
C  2.041  -1.334  -8.584
C  4.658  -3.764  3.760
C  0.059  -2.167  -7.207
C  -0.921  -4.752  2.360
C  1.222  -4.815  0.754
C  1.519  -0.458  -6.132
C  -1.585  0.860  3.845
C  0.147  -0.658  -1.325
H  2.762  0.518  -0.230
H  2.584  1.012  -5.305
H  -2.182  3.503  -4.907
H  -2.391  2.060  -4.671
H  -1.977  -4.456  1.973
H  -4.573  -3.984  -5.611
H  0.965  1.604  1.145
H  3.655  4.367  5.293
H  2.762  2.949  3.156
H  3.713  0.631  1.943
H  -4.099  0.164  -2.477
H  -0.883  -4.519  3.502
H  0.114  7.119  2.219
H  0.978  -1.258  -1.572
H  1.787  3.533  1.885
H  6.207  -5.329  3.751
H  -4.326  3.588  -1.539
H  -6.068  0.186  -5.823
H  1.154  -3.068  -10.053
H  -1.278  -0.068  8.037
H  -1.631  0.915  -1.283
H  -1.716  0.093  0.411
H  -1.124  1.675  0.383
H  3.537  0.018  -7.343
H  2.322  -1.079  0.111
H  -1.221  2.504  5.364
H  4.536  -2.370  2.341
H  -0.803  5.001  0.895
H  1.662  1.178  -1.914
H  -4.921  4.329  -3.095
H  -1.056  -5.772  2.337
H  -0.582  4.908  -0.834
H  4.097  6.085  5.133
H  -0.791  -2.677  -7.056
H  0.226  1.845  -2.404
H  0.979  8.161  1.141
H  1.215  3.498  3.625
H  -2.162  -2.458  4.576
H  1.238  6.335  1.196
H  -2.232  5.288  0.143
H  0.271  0.012  1.296
H  -3.471  -5.031  -3.596
H  -5.007  2.442  -2.660
H  -3.718  3.033  -4.973
H  2.820  -2.983  6.392
H  3.975  -4.111  8.443
H  2.413  5.612  5.644
H  0.940  -5.313  -0.288
H  -2.638  -1.841  2.186
H  0.800  2.681  -0.954
H  -0.371  -0.728  -2.326
H  2.084  -3.973  0.663
H  -0.494  -1.395  -0.804
H  1.536  -5.673  1.336

Output
LUMO level	-4.49	eV
Kohn-Sham gap	6.3	eV
charge	+1

It is one) that is most stable; the runner-up trails by 0.0106 hartree.